Entry 1:
The following is a DFT calculation (ωB97M-V/def2-TZVPD) of a molecular structure, C30H30Cl5N3SSbSn at a distorted geometry.

Cartesian coordinates (Å):
Sn: 0.001 -0.043 -0.171
C: 1.481 0.689 2.743
C: 2.285 1.589 1.787
N: 2.064 1.250 0.382
C: 1.971 2.416 -0.496
C: 0.662 3.217 -0.300
N: -0.431 2.416 0.272
C: -0.687 2.691 1.694
C: -0.895 1.430 2.536
N: 0.123 0.414 2.288
H: 1.474 1.160 3.733
H: 1.995 -0.276 2.817
H: 3.338 1.469 2.048
H: 2.035 2.637 1.940
H: 2.844 0.691 0.049
H: 2.004 2.051 -1.524
H: 2.824 3.085 -0.337
H: 0.362 3.589 -1.280
H: 0.850 4.088 0.331
H: -1.279 2.618 -0.250
H: -1.579 3.311 1.810
H: 0.151 3.245 2.112
H: -1.862 0.979 2.298
H: -0.902 1.732 3.587
H: -0.192 -0.443 2.740
Cl: 1.524 -2.469 -0.818
C: 1.348 -1.716 -2.342
C: 0.832 -0.435 -2.336
C: 0.566 0.246 -3.500
Cl: -0.155 1.785 -3.427
C: 0.932 -0.339 -4.724
Cl: 0.767 0.549 -6.167
C: 1.470 -1.641 -4.735
Cl: 1.790 -2.401 -6.223
C: 1.697 -2.342 -3.534
Cl: 2.351 -3.922 -3.533
S: -1.959 -1.733 0.440
Sb: -1.495 -3.746 1.682
C: -0.944 -5.454 0.416
C: -1.838 -5.726 -0.607
C: -1.628 -6.858 -1.382
C: -0.554 -7.695 -1.115
C: 0.318 -7.404 -0.078
C: 0.129 -6.273 0.706
C: -0.697 -2.862 3.519
C: -1.624 -2.069 4.185
C: -1.284 -1.511 5.407
C: -0.030 -1.748 5.952
C: 0.885 -2.536 5.272
C: 0.557 -3.107 4.047
C: -3.343 -4.472 2.570
C: -4.595 -3.983 2.274
C: -5.682 -4.544 2.933
C: -5.495 -5.557 3.852
C: -4.226 -6.032 4.136
C: -3.129 -5.486 3.485
H: -2.686 -5.083 -0.809
H: -2.315 -7.086 -2.182
H: -0.403 -8.580 -1.715
H: 1.148 -8.059 0.133
H: 0.811 -6.060 1.518
H: -2.610 -1.902 3.769
H: -2.010 -0.918 5.940
H: 0.226 -1.333 6.914
H: 1.854 -2.729 5.705
H: 1.273 -3.739 3.539
H: -4.738 -3.191 1.552
H: -6.671 -4.175 2.710
H: -6.347 -5.988 4.357
H: -4.073 -6.820 4.857
H: -2.135 -5.857 3.702

Computed properties:
Charge ... +3
Calculated total energy ... -4478.1378 Eh
Gap between HOMO and LUMO ... 5.43 eV

***

Entry 2:
The following is a DFT calculation (ωB97M-V/def2-TZVPD) of a gas-phase ion, C9H17N4 (charge +1) at a distorted geometry.

Cartesian coordinates (Å):
C: 3.533 1.507 -0.038
C: 2.472 -0.375 -0.071
C: 2.113 -1.796 -0.250
C: 0.823 -2.240 0.552
C: -0.611 -0.200 0.729
C: -1.330 2.159 0.542
C: -2.942 0.162 0.459
C: -1.305 0.706 -1.515
C: -1.504 0.678 -0.018
N: 3.695 0.128 -0.271
N: 2.206 1.773 0.198
N: 1.656 0.643 0.151
N: -0.375 -1.482 0.078
H: 4.269 2.262 -0.013
H: 2.129 -1.982 -1.373
H: 3.091 -2.340 0.191
H: 0.698 -3.319 0.185
H: 0.824 -2.280 1.623
H: -0.469 -0.319 1.756
H: -1.940 3.017 -0.036
H: -0.281 2.405 0.642
H: -1.631 2.207 1.530
H: -2.926 -1.034 0.597
H: -3.205 0.573 1.391
H: -3.801 0.327 -0.362
H: -1.807 1.506 -1.805
H: -1.708 -0.074 -2.114
H: -0.155 0.796 -1.847
H: -0.247 -1.307 -0.926
H: -1.272 -2.099 0.015

Computed properties:
Charge ... +1
ΔE to the lowest compared entry with this formula, charge and spin ... 5.265 eV
Calculated total energy ... -571.6995 Eh
Gap between HOMO and LUMO (spin up / spin down) ... 7.40 / 6.49 eV

***

Q: Look up the charge of the first one.
A: +3

***

Q: Number 2 is which compound?
A: C9H17N4

***

Q: Among the records above, which one has the lowest calculated total energy?
A: C30H30Cl5N3SSbSn

***

Repeat the first record exactly.
The following is a DFT calculation (ωB97M-V/def2-TZVPD) of a molecular structure, C30H30Cl5N3SSbSn at a distorted geometry.

Cartesian coordinates (Å):
Sn: 0.001 -0.043 -0.171
C: 1.481 0.689 2.743
C: 2.285 1.589 1.787
N: 2.064 1.250 0.382
C: 1.971 2.416 -0.496
C: 0.662 3.217 -0.300
N: -0.431 2.416 0.272
C: -0.687 2.691 1.694
C: -0.895 1.430 2.536
N: 0.123 0.414 2.288
H: 1.474 1.160 3.733
H: 1.995 -0.276 2.817
H: 3.338 1.469 2.048
H: 2.035 2.637 1.940
H: 2.844 0.691 0.049
H: 2.004 2.051 -1.524
H: 2.824 3.085 -0.337
H: 0.362 3.589 -1.280
H: 0.850 4.088 0.331
H: -1.279 2.618 -0.250
H: -1.579 3.311 1.810
H: 0.151 3.245 2.112
H: -1.862 0.979 2.298
H: -0.902 1.732 3.587
H: -0.192 -0.443 2.740
Cl: 1.524 -2.469 -0.818
C: 1.348 -1.716 -2.342
C: 0.832 -0.435 -2.336
C: 0.566 0.246 -3.500
Cl: -0.155 1.785 -3.427
C: 0.932 -0.339 -4.724
Cl: 0.767 0.549 -6.167
C: 1.470 -1.641 -4.735
Cl: 1.790 -2.401 -6.223
C: 1.697 -2.342 -3.534
Cl: 2.351 -3.922 -3.533
S: -1.959 -1.733 0.440
Sb: -1.495 -3.746 1.682
C: -0.944 -5.454 0.416
C: -1.838 -5.726 -0.607
C: -1.628 -6.858 -1.382
C: -0.554 -7.695 -1.115
C: 0.318 -7.404 -0.078
C: 0.129 -6.273 0.706
C: -0.697 -2.862 3.519
C: -1.624 -2.069 4.185
C: -1.284 -1.511 5.407
C: -0.030 -1.748 5.952
C: 0.885 -2.536 5.272
C: 0.557 -3.107 4.047
C: -3.343 -4.472 2.570
C: -4.595 -3.983 2.274
C: -5.682 -4.544 2.933
C: -5.495 -5.557 3.852
C: -4.226 -6.032 4.136
C: -3.129 -5.486 3.485
H: -2.686 -5.083 -0.809
H: -2.315 -7.086 -2.182
H: -0.403 -8.580 -1.715
H: 1.148 -8.059 0.133
H: 0.811 -6.060 1.518
H: -2.610 -1.902 3.769
H: -2.010 -0.918 5.940
H: 0.226 -1.333 6.914
H: 1.854 -2.729 5.705
H: 1.273 -3.739 3.539
H: -4.738 -3.191 1.552
H: -6.671 -4.175 2.710
H: -6.347 -5.988 4.357
H: -4.073 -6.820 4.857
H: -2.135 -5.857 3.702

Computed properties:
Charge ... +3
Calculated total energy ... -4478.1378 Eh
Gap between HOMO and LUMO ... 5.43 eV